{
  "formula": "C21H31N3O4S",
  "method": "the ωB97M-V functional and the def2-TZVPD basis",
  "e_above_lowest_kcal_mol": 27.7,
  "gap_ev": 9.1,
  "total_energy_ev": -45776.378,
  "charge": 0,
  "species": ["C", "C", "C", "O", "C", "C", "C", "N", "C", "O", "C", "N", "C", "C", "C", "C", "C", "S", "O", "O", "N", "C", "C", "C", "C", "C", "C", "C", "C", "H", "H", "H", "H", "H", "H", "H", "H", "H", "H", "H", "H", "H", "H", "H", "H", "H", "H", "H", "H", "H", "H", "H", "H", "H", "H", "H", "H", "H", "H", "H"],
  "coordinates": [[-0.352237, -1.745521, 1.419354], [-0.419350, -1.977816, -0.092251], [0.424749, -3.178483, -0.516347], [-1.759660, -2.043277, -0.567187], [-2.517768, -3.184525, -0.202208], [-3.978704, -2.946393, -0.581671], [-4.630171, -1.863298, 0.276410], [-4.042121, -0.570887, 0.008237], [-4.774643, 0.507579, -0.302337], [-5.986395, 0.543057, -0.301839], [-3.930494, 1.748011, -0.654360], [-2.770679, 1.896335, 0.177811], [-2.818342, 2.260014, 1.496546], [-1.563700, 2.324523, 2.019777], [-0.665733, 1.982128, 0.972801], [0.723389, 1.906390, 0.877284], [1.265181, 1.535707, -0.329683], [3.037050, 1.463748, -0.531202], [3.658419, 2.347667, 0.417895], [3.345076, 1.637304, -1.921216], [3.395227, -0.149133, -0.131653], [3.504806, -0.322181, 1.303705], [3.701381, -1.794433, 1.656361], [4.923070, -2.353947, 0.934442], [4.774384, -2.115173, -0.565099], [4.578227, -0.626918, -0.828314], [0.480709, 1.248518, -1.447591], [-0.892904, 1.336642, -1.387185], [-1.465635, 1.706197, -0.172200], [-1.041534, -0.954849, 1.708343], [-0.596473, -2.649322, 1.973880], [0.652835, -1.437859, 1.689017], [-0.031928, -1.085163, -0.596239], [0.185015, -4.062005, 0.072004], [1.474403, -2.938261, -0.376468], [0.259186, -3.396959, -1.568751], [-2.143613, -4.070678, -0.732571], [-2.445122, -3.369180, 0.877131], [-4.026531, -2.654109, -1.631253], [-4.526835, -3.880306, -0.455086], [-5.698852, -1.785235, 0.060792], [-4.505410, -2.107807, 1.338501], [-3.038306, -0.584139, -0.131314], [-4.580277, 2.623340, -0.556825], [-3.620258, 1.667063, -1.698640], [-3.764818, 2.451944, 1.964738], [-1.299094, 2.590637, 3.022886], [1.365225, 2.161747, 1.705184], [2.582775, 0.060722, 1.746266], [4.342489, 0.273438, 1.694818], [2.816876, -2.357918, 1.355285], [3.816693, -1.889096, 2.737386], [5.027092, -3.420571, 1.142155], [5.822144, -1.849031, 1.294273], [3.909038, -2.663077, -0.941863], [5.660376, -2.460590, -1.099181], [4.422663, -0.424527, -1.887913], [5.468305, -0.071368, -0.496401], [0.988503, 0.983544, -2.360248], [-1.494787, 1.123682, -2.257172]],
  "forces_ev_per_a": [[-0.202, -0.048, -0.414], [0.504, 0.109, 0.165], [-0.360, 0.274, -0.014], [-0.241, 0.012, -0.069], [-0.175, -0.250, -0.180], [0.340, 0.194, 0.326], [-0.222, -0.203, -0.095], [0.282, -0.215, -0.018], [0.444, 0.288, 0.064], [-0.404, 0.153, -0.111], [-0.564, -0.073, -0.175], [0.089, 0.054, -0.106], [0.177, 0.096, 0.409], [-0.236, 0.043, 0.093], [-0.113, -0.163, -0.463], [-0.055, 0.043, 0.063], [0.697, -0.027, 0.029], [-0.181, -0.177, 0.115], [-0.224, -0.129, 0.168], [-0.139, -0.230, -0.099], [-0.408, 0.829, -0.377], [-0.133, -0.096, 0.658], [0.138, 0.178, -0.093], [-0.232, -0.155, -0.090], [0.094, 0.247, 0.211], [0.337, -0.173, -0.629], [-0.148, 0.019, -0.224], [0.083, -0.016, -0.108], [0.629, 0.049, 0.206], [-0.049, 0.116, 0.063], [0.000, -0.085, 0.103], [0.169, 0.032, 0.082], [-0.011, -0.203, 0.143], [0.015, -0.119, 0.048], [0.139, -0.009, 0.030], [0.030, -0.050, -0.118], [0.020, 0.069, 0.106], [0.012, -0.033, -0.029], [-0.051, -0.060, -0.076], [-0.007, -0.048, -0.019], [0.131, -0.025, 0.100], [-0.093, -0.038, -0.062], [-0.086, 0.170, 0.011], [0.091, -0.167, -0.053], [-0.018, 0.064, 0.083], [-0.187, 0.027, 0.070], [-0.024, 0.074, 0.225], [0.062, 0.049, 0.142], [0.068, -0.040, 0.173], [-0.082, -0.055, 0.030], [-0.068, -0.044, 0.056], [-0.073, 0.009, 0.009], [0.074, 0.019, 0.042], [0.082, -0.018, 0.037], [-0.024, -0.048, -0.076], [-0.026, 0.000, -0.064], [0.188, -0.087, 0.049], [0.030, -0.051, -0.051], [-0.053, -0.047, -0.189], [-0.037, -0.034, -0.108]],
  "mulliken_charge": [-1.4184, 1.9976, -1.4194, -0.3580, -0.4559, -0.7486, -0.9021, 0.2000, 0.7260, -0.6991, -0.7497, 0.1256, -0.1568, -1.5824, 0.8768, -0.1857, -0.1450, 1.3503, -0.7267, -0.7679, 0.4561, -0.7196, -0.4338, -0.8946, -0.5292, -0.8613, -1.1576, -0.8157, 0.5189, 0.2930, 0.4993, 0.1836, -0.9517, 0.3847, 0.0211, 0.4889, 0.3397, 0.3133, 0.2959, 0.4110, 0.4516, 0.2775, 0.1193, 0.3449, 0.2850, 0.5099, 0.4898, 0.6419, 0.3000, 0.3427, 0.0900, 0.4086, 0.3678, 0.3538, 0.1909, 0.3579, 0.4810, 0.4082, 0.5150, 0.2615]
}